Entry 1:
41
Properties=species:S:1:pos:R:3 method="wB97M-V/def2-TZVPD" e_homo_ev=-7.96 homo_lumo_gap_ev=8.112 smiles="CP(C)#[PH]CC=O.O.O.O.O.O.O.O.O"
C 0.81 1.72 -1.21
P 1.46 0.18 -1.95
C 2.77 -0.40 -0.81
P -0.11 -1.35 -1.91
C -1.66 -0.37 -1.58
C -1.88 0.04 -0.15
O -0.98 0.15 0.66
H 1.61 2.41 -0.98
H 0.20 1.59 -0.32
H 0.19 2.19 -1.98
H 2.60 -0.17 0.24
H 3.70 0.07 -1.13
H 2.91 -1.48 -0.92
H -0.04 -2.08 -0.69
H -2.50 -0.92 -1.97
H -1.57 0.56 -2.16
H -2.93 0.25 0.14
O -2.98 -3.34 -2.06
H -3.25 -3.81 -1.27
H -3.34 -3.86 -2.78
O -1.41 -2.84 1.93
H -1.87 -2.84 1.08
H -0.90 -2.02 1.91
O -0.10 -5.61 1.25
H -0.82 -6.22 1.44
H -0.24 -4.89 1.88
O -3.10 3.21 0.38
H -2.85 2.36 0.75
H -2.28 3.59 0.08
O 0.03 -7.59 -1.04
H -0.68 -8.22 -0.91
H -0.09 -6.91 -0.36
O 0.04 4.66 -0.09
H -0.35 4.82 -0.95
H 0.47 5.50 0.13
O 2.78 4.15 1.53
H 1.99 4.17 0.98
H 2.69 4.89 2.14
O 3.62 6.20 3.36
H 4.42 5.98 2.87
H 3.92 6.36 4.26

---

Entry 2:
40
Properties=species:S:1:pos:R:3 method="wB97M-V/def2-TZVPD" e_above_lowest_kj_mol=88.4 e_homo_ev=-11.44 homo_lumo_gap_ev=5.726 smiles="COc1ccc([C@@H](OC)[C@]2([N+]#N)Cc3ccccc3C2=O)cc1" total_charge=+1
C 5.35 -1.70 -2.25
O 4.66 -0.45 -2.28
C 3.30 -0.42 -2.26
C 2.64 0.82 -2.18
C 1.29 0.91 -1.89
C 0.55 -0.30 -1.68
C -0.87 -0.30 -1.14
O -1.60 -1.26 -1.83
C -3.01 -1.03 -2.01
C -1.00 -0.46 0.72
N -0.31 -1.81 0.95
N -0.11 -2.77 0.34
C -2.31 -0.46 1.54
C -2.23 0.81 2.42
C -3.20 1.39 3.24
C -2.91 2.56 3.96
C -1.63 3.12 3.89
C -0.64 2.53 3.12
C -0.97 1.39 2.34
C -0.11 0.57 1.44
O 1.10 0.64 1.36
C 1.15 -1.51 -2.01
C 2.51 -1.59 -2.24
H 6.40 -1.44 -2.24
H 5.10 -2.28 -1.36
H 5.11 -2.29 -3.14
H 3.27 1.71 -2.24
H 0.81 1.89 -1.75
H -1.40 0.68 -1.01
H -3.43 -2.04 -2.06
H -3.44 -0.48 -1.16
H -3.24 -0.48 -2.95
H -2.37 -1.33 2.25
H -3.18 -0.43 0.87
H -4.18 0.92 3.37
H -3.65 3.01 4.64
H -1.37 4.00 4.48
H 0.40 2.90 3.03
H 0.57 -2.45 -1.96
H 2.97 -2.58 -2.30

---

Entry 3:
55
Properties=species:S:1:pos:R:3 method="wB97M-V/def2-TZVPD" multiplicity=3 e_homo_ev="-7.42 / -7.53" homo_lumo_gap_ev="7.408 / 7.440" s2=2.008
Ni 1.41 0.05 0.48
N 3.63 -1.95 3.56
C 3.14 -1.22 2.53
S 1.42 -0.89 2.59
N 3.99 -0.78 1.65
N 3.41 0.02 0.68
C 4.23 0.66 -0.07
C 3.85 1.56 -1.14
C 4.89 2.09 -1.92
C 4.66 2.98 -2.94
C 3.35 3.38 -3.19
C 2.30 2.90 -2.44
C 2.51 1.97 -1.40
O 1.47 1.53 -0.73
H 2.99 -2.50 4.11
H 4.59 -2.27 3.48
H 5.29 0.52 0.11
H 5.91 1.77 -1.69
H 5.48 3.37 -3.53
H 3.15 4.09 -3.98
H 1.29 3.22 -2.62
F -1.78 -6.12 -0.01
C -1.61 -4.81 0.05
C -2.65 -3.99 0.43
F -3.83 -4.51 0.73
C -2.45 -2.61 0.48
F -3.50 -1.87 0.82
C -1.23 -2.03 0.19
P -0.95 -0.21 0.24
C -1.88 0.37 -1.21
C -1.15 0.71 -2.34
C -1.81 1.09 -3.50
C -3.19 1.13 -3.53
C -3.92 0.81 -2.39
C -3.27 0.43 -1.23
C -1.84 0.38 1.70
C -2.31 1.69 1.71
C -2.88 2.22 2.86
C -2.98 1.44 4.01
C -2.49 0.14 4.01
C -1.92 -0.39 2.86
C -0.20 -2.88 -0.21
Br 1.51 -2.25 -0.74
C -0.38 -4.25 -0.28
F 0.60 -5.06 -0.67
H -0.06 0.71 -2.30
H -1.24 1.35 -4.38
H -3.70 1.43 -4.44
H -5.01 0.85 -2.41
H -3.84 0.17 -0.35
H -2.23 2.31 0.82
H -3.24 3.24 2.86
H -3.42 1.86 4.90
H -2.56 -0.46 4.90
H -1.54 -1.40 2.88

---

Entry 4:
15
Properties=species:S:1:pos:R:3 method="wB97M-V/def2-TZVPD" e_above_lowest_kj_mol=230.8 e_homo_ev=-9.57 homo_lumo_gap_ev=10.618 smiles="C=CC.CO"
C -3.26 1.67 -3.12
C -3.89 0.52 -2.78
C -3.34 -0.90 -2.86
H -3.95 2.47 -3.46
H -2.12 1.63 -3.17
H -4.91 0.67 -3.10
H -2.83 -0.94 -3.81
H -2.68 -1.16 -2.06
H -4.16 -1.59 -2.70
C 4.69 0.20 3.81
O 4.52 -1.22 4.14
H 5.56 0.36 3.18
H 3.82 0.45 3.22
H 4.79 0.84 4.67
H 5.23 -1.69 3.69

---

Entry 5:
71
Properties=species:S:1:pos:R:3 method="wB97M-V/def2-TZVPD" e_above_lowest_kj_mol=198.9 e_homo_ev="-7.94 / -7.66" homo_lumo_gap_ev="6.412 / 6.371"
Pd -0.83 -0.10 -0.92
C -2.58 3.27 -3.65
C -2.51 2.07 -2.71
O -1.31 1.32 -2.83
H -3.62 3.58 -3.76
H -2.20 3.00 -4.63
H -2.01 4.11 -3.27
H -3.31 1.37 -2.97
H -2.66 2.40 -1.67
H -0.55 1.84 -2.50
F 5.00 -4.69 3.53
C 4.25 -3.82 2.82
C 2.94 -3.61 3.18
C 2.19 -2.69 2.47
C 2.74 -1.99 1.41
C 4.06 -2.23 1.06
C 4.83 -3.14 1.76
Sb 1.76 -0.32 0.38
C 2.43 0.93 2.02
C 3.39 1.89 1.75
C 3.88 2.71 2.75
C 3.42 2.52 4.04
F 3.88 3.31 5.03
C 2.50 1.53 4.34
C 2.00 0.74 3.32
C -0.24 -0.83 1.09
C -1.11 0.14 1.60
C -2.44 -0.16 1.89
C -2.91 -1.44 1.66
F -4.20 -1.73 1.93
C -2.08 -2.44 1.15
C -0.76 -2.12 0.84
H 2.53 -4.15 4.02
H 1.15 -2.52 2.74
H 4.49 -1.69 0.23
H 5.87 -3.31 1.52
H 3.77 2.00 0.74
H 4.61 3.48 2.53
H 2.19 1.38 5.37
H 1.28 -0.03 3.54
H -0.74 1.12 1.85
H -3.10 0.58 2.32
H -2.46 -3.44 1.01
H -0.11 -2.89 0.45
C -2.29 -4.09 -2.69
Ge -2.07 -2.13 -2.98
C -3.49 -1.26 -1.84
C -2.37 -1.68 -4.89
C -0.28 -1.57 -2.43
H -3.20 -4.45 -3.15
H -2.33 -4.32 -1.62
H -1.46 -4.64 -3.12
H -4.17 -1.99 -1.44
H -4.07 -0.54 -2.42
H -3.03 -0.71 -1.01
H -3.35 -1.99 -5.24
H -1.63 -2.19 -5.51
H -2.26 -0.61 -5.05
H 0.28 -1.04 -3.21
H 0.32 -2.36 -1.97
C 0.13 4.11 -1.05
C -0.16 3.03 0.01
C 0.45 3.54 1.33
O 0.33 1.80 -0.38
H -0.20 5.08 -0.70
H -0.36 3.90 -1.99
H 1.21 4.13 -1.22
H -1.26 2.96 0.16
H 1.51 3.73 1.19
H 0.35 2.82 2.15
H -0.04 4.47 1.63

---

Entry 6:
6
Properties=species:S:1:pos:R:3 method="wB97M-V/def2-TZVPD" multiplicity=7 e_above_lowest_kj_mol=0.0 e_homo_ev="-17.84 / -17.84" homo_lumo_gap_ev="7.585 / 7.793" total_charge=+2 s2=12.006
H -0.82 -1.51 1.20
C -0.76 -0.51 0.63
C -2.06 -0.58 -0.02
O 0.21 0.05 0.15
F -2.93 0.28 0.40
Sm 1.79 0.29 -1.87

---

Entry 7:
74
Properties=species:S:1:pos:R:3 method="wB97M-V/def2-TZVPD" e_homo_ev=-9.43 homo_lumo_gap_ev=2.684 total_charge=+1
Ga -1.30 2.04 1.26
C 0.86 -0.25 4.98
C 1.92 0.35 4.24
C 0.07 1.69 4.02
C -0.29 0.56 4.81
C 1.45 1.54 3.65
C 1.04 -1.41 5.88
H 1.73 -2.14 5.42
H 0.08 -1.91 6.08
H 1.49 -1.12 6.84
C -1.56 0.47 5.56
H -1.69 -0.54 5.98
H -2.43 0.74 4.94
H -1.50 1.16 6.42
C -0.67 2.98 4.05
H -0.49 3.45 5.04
H -1.77 2.86 3.97
H -0.32 3.71 3.29
C 2.29 2.54 2.96
H 2.81 3.14 3.72
H 1.70 3.21 2.31
H 3.06 2.04 2.36
C 3.32 -0.11 4.20
H 3.97 0.48 4.87
H 3.73 -0.03 3.18
H 3.40 -1.16 4.53
C -0.63 -2.20 1.62
C 0.40 -2.55 2.39
C 1.83 -2.79 2.00
C 2.30 -2.09 0.70
C 1.98 -0.64 0.63
C 0.87 -0.12 0.04
C -0.30 -0.85 -0.53
C -0.70 -2.19 0.11
H 2.04 -3.87 1.91
H 1.83 -2.60 -0.15
H 2.46 -2.48 2.84
H -0.16 -3.04 -0.33
H -1.55 -1.89 2.11
H 0.16 -2.93 3.40
H -1.77 -2.35 -0.14
H -1.17 -0.18 -0.50
H 0.82 0.97 -0.10
H -0.12 -0.99 -1.60
H 3.40 -2.17 0.64
H 2.68 0.05 1.09
P -1.03 -0.74 -4.25
P -0.74 1.93 -5.68
C -1.07 -0.84 -6.16
C -1.44 0.52 -6.76
H -1.81 -1.60 -6.45
H -0.09 -1.19 -6.52
H -1.05 0.62 -7.78
H -2.54 0.65 -6.82
C -1.55 3.25 -6.69
H -1.14 4.22 -6.39
H -2.63 3.25 -6.51
H -1.37 3.11 -7.76
C 0.89 1.96 -6.56
H 0.76 1.94 -7.65
H 1.51 1.11 -6.26
H 1.40 2.89 -6.30
C -2.53 -1.79 -4.03
H -2.64 -2.03 -2.96
H -2.46 -2.71 -4.62
H -3.42 -1.22 -4.36
C 0.32 -2.00 -4.10
H 1.27 -1.55 -4.43
H 0.11 -2.88 -4.73
H 0.42 -2.31 -3.05
F -3.86 1.61 2.79
C -3.23 1.63 1.56
F -3.33 0.33 1.06
F -4.04 2.40 0.72

---

Entry 8:
16
Properties=species:S:1:pos:R:3 method="wB97M-V/def2-TZVPD" e_above_lowest_kj_mol=86.0 e_homo_ev=-14.93 homo_lumo_gap_ev=11.807 total_charge=+1
C 2.05 1.70 0.97
N 0.67 1.52 0.56
C -0.03 0.39 0.41
N -1.25 0.46 -0.10
N 0.45 -0.77 0.86
H 2.47 2.53 0.37
H 2.67 0.81 0.78
H 2.15 1.99 2.00
H 0.09 2.35 0.68
H -1.62 1.05 -0.83
H -1.88 -0.33 -0.23
H 0.18 -1.66 0.49
H 1.16 -0.76 1.58
H -1.71 -3.43 -2.73
H -0.83 -2.32 -2.15
O -1.74 -2.64 -2.16

---

Entry 9:
51
Properties=species:S:1:pos:R:3 method="wB97M-V/def2-TZVPD" multiplicity=3 e_homo_ev="-1.46 / -1.60" homo_lumo_gap_ev="4.542 / 4.544" total_charge=-1 s2=2.019
Mo 0.04 -0.02 -0.04
C 0.72 -1.75 1.60
C -0.74 -1.76 1.63
C -1.19 -2.12 0.36
H -1.37 -1.37 2.46
C -0.05 -2.39 -0.45
C 1.13 -2.13 0.32
H 2.15 -2.26 0.00
H 1.38 -1.40 2.42
H -2.22 -2.16 0.06
H -0.07 -2.74 -1.47
C 1.49 1.75 0.73
C 2.30 0.63 0.39
C 2.14 0.38 -1.01
H 2.92 0.06 1.07
C 1.26 1.37 -1.53
C 0.85 2.21 -0.45
H 0.14 3.03 -0.51
H 1.35 2.16 1.73
H 2.62 -0.40 -1.59
H 0.94 1.45 -2.57
O -1.14 -0.05 -1.49
C -0.76 0.27 -4.43
C -2.00 0.47 -3.67
C -0.29 -1.09 -4.71
C -0.14 1.42 -5.12
C -1.80 0.95 -2.23
H -2.60 -0.46 -3.62
H -2.64 1.23 -4.15
H -1.23 1.90 -2.22
H -2.76 1.14 -1.73
H -0.79 -1.54 -5.59
H -0.50 -1.77 -3.86
H 0.79 -1.14 -4.92
H -0.58 1.60 -6.12
H 0.94 1.28 -5.29
H -0.27 2.36 -4.56
C -1.51 0.93 4.31
Si 0.00 0.01 3.77
C 1.52 0.90 4.36
C -0.01 -1.68 4.66
O -0.01 0.20 2.09
H -1.50 1.01 5.41
H -2.42 0.41 3.99
H -1.49 1.94 3.87
H 1.49 0.94 5.46
H 2.42 0.38 4.03
H 1.52 1.93 3.97
H -0.90 -2.27 4.43
H 0.89 -2.27 4.43
H -0.01 -1.48 5.75

---

Entry 10:
16
Properties=species:S:1:pos:R:3 method="wB97M-V/def2-TZVPD" e_above_lowest_kj_mol=147.3 e_homo_ev=-8.97 homo_lumo_gap_ev=9.752
C 1.58 -1.03 -1.10
C 0.38 -0.14 -0.81
N -0.71 -0.92 -0.26
C -1.82 -0.30 -0.04
N -1.80 1.04 0.33
H 1.65 -1.79 -0.31
H 1.52 -1.58 -2.04
H 2.53 -0.50 -1.07
H 0.74 0.66 -0.13
H 0.16 0.36 -1.77
H -2.74 -0.84 -0.17
H -1.20 1.56 -0.31
H -2.73 1.44 0.24
O 1.08 0.95 2.43
H 1.22 0.06 2.76
H 0.14 1.03 2.26

---

Entry 11:
7
Properties=species:S:1:pos:R:3 method="wB97M-V/def2-TZVPD" e_above_lowest_kj_mol=128.7 e_homo_ev=-10.84 homo_lumo_gap_ev=10.375 smiles=C#CC(F)(Cl)Cl
C 1.02 -1.34 -0.83
C 0.63 -0.23 -0.20
C -0.34 0.64 0.46
F 0.00 0.95 1.79
Cl -0.82 2.08 -0.40
Cl -1.97 -0.20 0.77
H 1.48 -1.90 -1.59

---

Entry 12:
15
Properties=species:S:1:pos:R:3 method="wB97M-V/def2-TZVPD" e_above_lowest_kj_mol=199.2 e_homo_ev="-14.46 / -14.46" homo_lumo_gap_ev="7.744 / 7.745" total_charge=+1
C 0.14 -1.99 -0.80
C 1.04 0.84 2.49
C 0.66 -0.68 -0.93
C -1.44 0.61 -0.90
C 0.04 0.50 -0.82
O 0.48 1.17 1.45
H 0.71 -2.81 -1.01
H -0.92 -2.17 -0.70
H 1.42 1.63 3.17
H 1.08 -0.27 2.88
H 1.70 -0.54 -1.17
H -1.97 -0.26 -1.01
H -1.75 1.34 -1.76
H -1.68 1.19 -0.02
H 0.49 1.45 -0.88

---

Calculated electronic energy (eV), listed in the same order as above: -41573.87120; -28054.12772; -175835.85623; -6355.41044; -107359.92435; -24736.71595; -105716.96621; -8748.25047; -32961.54950; -8299.97732; -30885.90140; -7367.77606